(1)
# C10H24ClInO5P2S

C10H24ClInO5P2S as an isolated structure (wB97M-V/def2-TZVPD, the OMol25 dataset).

Each line ends with the Mulliken charge.
Positions of all 44 atoms, in Å:
H1 -1.57889 4.10297 2.47989  0.391
H2 0.68100 -0.65525 3.51742  0.302
C1 1.44908 -4.60645 -3.65199  -1.051
P1 -1.32778 0.89514 -1.99327  0.605
C2 -0.97766 2.56927 -2.65429  -1.201
C3 -2.01822 -0.52534 1.53162  0.179
H3 3.72056 0.40920 1.11473  0.401
Cl1 2.05899 -2.07469 -2.76603  -0.205
H4 0.75874 -5.44267 -3.54138  0.329
H5 -2.14339 2.56318 1.78083  0.243
C4 1.12110 -1.55764 3.07845  -1.213
C5 2.64831 -2.66256 0.88895  -0.984
P2 1.86651 -1.13656 1.45918  0.713
H6 -1.69050 2.77045 -3.47127  0.484
C6 3.22994 -0.03136 1.99493  -1.266
H7 -3.50437 0.17217 -1.16662  0.398
S1 0.23061 2.79535 1.62818  1.212
O1 0.41250 -3.75443 -1.62832  -0.475
H8 -2.03831 -1.00955 -3.29258  0.400
O2 -2.82472 -0.70043 2.32404  -0.138
In1 0.25494 0.45080 0.01069  1.125
H9 -0.50713 -0.34328 -3.89749  0.345
O3 0.66762 2.73318 0.18126  -0.713
H10 1.87711 -3.42616 0.73549  0.354
H11 3.38852 -2.99970 1.62732  0.442
C7 -1.49467 -0.08223 -3.50174  -1.080
H12 -2.04360 0.50541 -4.25025  0.412
H13 3.13161 -2.48775 -0.07863  0.309
H14 -1.68393 3.91858 0.69348  0.302
C8 1.16023 -3.61763 -2.57298  0.818
H15 3.95463 -0.63459 2.56646  0.465
H16 -1.06871 3.32702 -1.86383  0.301
H17 0.04754 2.60805 -3.04621  0.412
O4 1.07791 3.56441 2.48964  -0.535
H18 -3.10197 1.80896 -0.57815  0.284
H19 2.47377 -4.97771 -3.56116  0.319
H20 -3.62460 1.57330 -2.27113  0.445
H21 2.82792 0.78257 2.61764  0.357
C9 -1.46197 3.40819 1.63803  -0.867
H22 0.34115 -2.31426 2.94280  0.374
H23 1.30962 -4.14897 -4.63248  0.345
O5 0.11621 1.33097 2.05391  -0.625
C10 -3.05841 1.13337 -1.44006  -1.181
H24 1.90604 -1.95521 3.73488  0.470

For the HOMO-LUMO gap, the calculation gives 8.56 eV. The value obtained for the total energy is -68091.77710 eV. As for the LUMO energy: -0.2927 Ha. The HOMO energy comes out at -16.530 eV. The net charge is +2.

=====

(2)
# C3H12NO2

A 2-piece molecular cluster, C3H12NO2 overall (wB97M-V/def2-TZVPD, the OMol25 dataset).

Each line ends with the Mulliken charge.
Positions of all 18 atoms, in Å:
O1 -1.55022 1.05340 1.09357  -0.499
H1 0.17612 1.82820 1.90675  0.337
C1 0.33601 -0.28283 1.10516  -0.596
H2 -0.48186 0.49903 2.88576  0.346
H3 1.48366 0.79846 -0.21417  0.388
H4 -0.40983 -1.04977 0.90757  0.363
H5 -2.02714 1.73516 1.58362  0.313
H6 1.82934 -0.70860 -1.92824  0.367
H7 0.57733 -1.81615 -1.20329  0.304
C2 1.42453 -1.13031 -1.01971  -0.807
N1 0.79812 0.04735 -0.30101  -0.119
O2 -1.37634 0.02745 -2.22552  -0.611
H8 -1.73237 -0.74727 -2.66825  0.295
H9 -2.01909 0.73661 -2.29156  0.294
C3 -0.35208 0.85437 1.85986  -0.465
H10 2.11541 -1.63986 -0.35559  0.346
H11 -0.00065 0.42890 -0.81571  0.322
H12 1.20907 -0.63415 1.68076  0.422

For the HOMO-LUMO gap, the calculation gives 11.91 eV. The value obtained for the total energy is -8884.23642 eV. As for the LUMO energy: -0.1066 Ha. The HOMO energy comes out at -14.815 eV. The net charge is +1.

=====

(3)
# BrH15O7

A 8-piece molecular cluster, BrH15O7 overall (wB97M-V/def2-TZVPD, the OMol25 dataset).

Each line ends with the Mulliken charge.
Positions of all 23 atoms, in Å:
O1 -0.22961 -0.82230 2.32539  -0.567
H1 1.01139 -2.19630 -1.26461  0.331
H2 0.04439 -0.64430 3.18739  0.259
H3 -0.23961 0.02870 0.51739  0.324
H4 -0.65561 -1.64430 2.40939  0.277
H5 -2.82261 -2.29830 0.36139  0.264
O2 -0.02661 1.96070 -2.72661  -0.695
H6 -2.88561 -1.68830 1.84639  0.351
H7 0.06739 2.57170 -1.95261  0.310
H8 -1.48761 -0.21030 -0.48761  0.184
H9 0.38839 -2.01530 -2.56261  0.316
H10 3.09239 0.48470 -0.07561  0.327
H11 1.83239 1.84070 1.38439  0.332
O3 -0.48261 0.27670 -0.36961  -0.176
O4 -2.34361 -2.24330 1.18239  -0.648
H12 -1.08761 2.17170 -2.92661  0.355
H13 0.09139 -0.16930 -1.09561  0.517
O5 1.82839 2.02570 2.23739  -0.540
O6 0.91839 -1.54430 -1.93261  -0.689
H14 1.53139 1.45870 2.76739  0.237
O7 2.33939 1.12070 -0.37561  -0.653
H15 2.71039 1.62370 -1.08861  0.289
Br1 -3.59461 -0.08730 -1.36061  -0.705

For the HOMO-LUMO gap, the calculation gives 7.89 eV. The value obtained for the total energy is -84616.84461 eV. As for the LUMO energy: -0.0089 Ha. The HOMO energy comes out at -8.135 eV.

=====

(4)
# CHClN4

One molecule with the formula CHClN4 (wB97M-V/def2-TZVPD, the OMol25 dataset).

Each line ends with the Mulliken charge.
Positions of all 7 atoms, in Å:
N1 -0.37230 1.62043 0.03431  -0.115
C1 -0.63896 -0.41687 0.05102  0.065
Cl1 1.79945 -1.57663 -0.10846  0.003
N2 0.76781 1.24885 -0.11488  -0.183
H1 -0.96164 -1.38884 0.05279  0.444
N3 0.67274 -0.17925 -0.12411  0.140
N4 -1.26709 0.69231 0.20935  -0.354

For the HOMO-LUMO gap, the calculation gives 9.79 eV. The value obtained for the total energy is -19532.45911 eV. As for the LUMO energy: -0.0393 Ha. The SMILES is Cln1cnnn1. The HOMO energy comes out at -10.860 eV.